[1]
A molecular structure, C50H49BrGaN3O3P2, computed with ωB97M-V with the def2-TZVPD basis set.

Structure (XYZ):
```
109
Properties=species:S:1:pos:R:3:forces:R:3
Ga -0.2239 0.8102 0.9190 -0.248 -0.107 0.339
N 0.8665 0.3792 2.6125 -0.224 -0.513 0.117
C 1.5469 1.6020 3.0820 0.109 0.174 -0.165
C 0.5020 2.6974 3.2545 0.075 0.032 0.106
N -0.3605 2.7353 2.0533 -0.123 -0.069 -0.099
C -0.2416 3.8862 1.1482 -0.039 0.063 -0.074
C -1.0272 3.5257 -0.1138 0.007 0.037 0.124
N -0.4411 2.2621 -0.6099 0.221 -0.052 -0.058
H 1.5277 -0.3939 2.5165 -0.125 0.126 -0.025
H 0.1369 0.1128 3.3136 0.142 0.124 -0.240
H 2.0788 1.4178 4.0166 -0.065 0.052 0.029
H 2.2808 1.9041 2.3259 -0.175 -0.022 0.243
H -0.1290 2.4687 4.1136 0.066 0.024 -0.043
H 0.9782 3.6643 3.4297 0.012 -0.056 -0.050
H -1.3295 2.6888 2.3617 0.108 -0.033 -0.032
H -0.6196 4.8081 1.5996 0.001 -0.077 -0.050
H 0.8159 4.0366 0.9077 -0.056 -0.007 0.001
H -2.0790 3.3486 0.1238 0.027 0.028 -0.005
H -0.9726 4.3103 -0.8707 0.033 -0.010 0.105
H -0.8904 1.8724 -1.4363 -0.103 0.091 0.086
H 0.5153 2.4748 -0.8968 -0.102 -0.162 -0.061
C 1.3899 -1.7157 -6.1252 -0.043 0.051 -0.040
C 0.8791 -0.8457 -4.9786 0.043 -0.057 -0.002
C 0.1007 0.3498 -5.5559 -0.012 0.012 0.080
C 2.0286 -0.3257 -4.1274 -0.005 0.079 0.074
C 3.3256 -0.1421 -4.5860 -0.030 -0.073 0.043
C 4.3322 0.3324 -3.7524 -0.051 -0.004 0.031
C 4.0612 0.6136 -2.4291 -0.059 -0.004 -0.027
C 2.7661 0.4465 -1.9327 0.030 -0.031 -0.031
P 2.4244 0.6721 -0.1657 -0.008 0.164 0.065
C 3.3111 -0.7171 0.6138 -0.021 -0.019 -0.196
C 3.4379 -1.8957 -0.1231 0.085 0.026 0.009
C 4.0042 -3.0252 0.4454 0.018 -0.027 0.010
C 4.4511 -2.9997 1.7567 -0.007 0.037 0.016
C 4.3236 -1.8363 2.5016 0.010 -0.049 -0.010
C 3.7544 -0.7056 1.9369 -0.029 0.038 0.164
C 3.3430 2.2341 0.1097 0.013 -0.072 -0.082
C 4.3244 2.4381 1.0718 0.136 -0.149 0.096
C 4.9104 3.6866 1.2262 -0.004 0.097 -0.027
C 4.5234 4.7493 0.4255 -0.017 -0.063 0.015
C 3.5630 4.5510 -0.5574 0.051 0.024 0.032
C 2.9863 3.3039 -0.7166 -0.039 -0.009 -0.023
C 1.7785 0.0111 -2.7998 -0.040 -0.012 0.003
O 0.5015 -0.1027 -2.2783 0.059 0.007 -0.102
C -0.2076 -1.1981 -2.7424 0.004 0.048 -0.015
C -1.0678 -1.8036 -1.8438 0.097 0.007 -0.065
C -1.8052 -2.9064 -2.2762 0.005 -0.003 -0.014
C -1.6605 -3.3699 -3.5678 0.022 0.025 -0.009
C -0.7928 -2.7325 -4.4474 0.076 0.035 0.087
C -0.0436 -1.6307 -4.0549 -0.104 -0.046 0.063
P -1.3557 -1.1372 -0.1852 0.185 -0.024 0.097
C -0.9323 -2.4840 0.9506 -0.044 0.040 -0.039
C 0.1626 -3.2790 0.6131 0.033 -0.007 -0.047
C 0.6216 -4.2428 1.4938 0.005 -0.039 0.055
C -0.0106 -4.4270 2.7152 -0.011 0.036 -0.033
C -1.1006 -3.6393 3.0565 0.030 -0.033 0.019
C -1.5580 -2.6660 2.1836 -0.003 0.098 0.009
C -3.1452 -0.8768 -0.2526 0.031 -0.080 0.020
C -3.6078 0.2445 -0.9340 0.094 0.073 -0.063
C -4.9618 0.4419 -1.1242 -0.077 0.026 -0.009
C -5.8705 -0.4814 -0.6250 0.018 -0.029 0.050
C -5.4156 -1.6020 0.0507 -0.041 0.065 -0.023
C -4.0554 -1.8071 0.2308 0.036 -0.037 0.072
H 2.0294 -1.1406 -6.7902 0.038 0.038 -0.032
H 0.5636 -2.0684 -6.7377 -0.044 -0.017 -0.021
H 1.9482 -2.5775 -5.7627 0.028 -0.043 0.026
H 0.7488 0.9489 -6.1921 0.053 0.046 -0.057
H -0.2860 0.9901 -4.7625 -0.019 0.035 0.041
H -0.7414 -0.0014 -6.1489 -0.060 -0.027 -0.045
H 3.5699 -0.3786 -5.6101 0.010 -0.020 -0.061
H 5.3310 0.4622 -4.1391 0.077 0.016 -0.027
H 4.8522 0.9524 -1.7752 0.044 0.031 0.060
H 3.1176 -1.9335 -1.1552 -0.033 0.020 -0.055
H 4.1068 -3.9246 -0.1462 0.007 -0.025 -0.015
H 4.9024 -3.8777 2.1951 0.022 -0.041 0.027
H 4.6748 -1.8033 3.5231 0.018 -0.004 0.044
H 3.6659 0.1827 2.5523 0.032 -0.112 -0.057
H 4.6733 1.6237 1.6956 -0.026 0.108 -0.112
H 5.6822 3.8212 1.9696 0.050 0.018 0.044
H 4.9835 5.7175 0.5469 0.041 0.082 0.014
H 3.2849 5.3589 -1.2175 -0.014 0.072 -0.048
H 2.3065 3.1543 -1.5509 -0.031 -0.028 0.001
H -2.4924 -3.3974 -1.6018 -0.044 -0.025 0.058
H -2.2297 -4.2247 -3.9013 -0.027 -0.041 -0.014
H -0.7071 -3.1082 -5.4546 0.014 -0.029 -0.077
H 0.6520 -3.1596 -0.3459 0.001 0.019 -0.022
H 1.4669 -4.8582 1.2212 0.036 -0.034 -0.014
H 0.3396 -5.1882 3.3961 0.029 -0.055 0.052
H -1.6024 -3.7765 4.0037 -0.017 -0.009 0.032
H -2.4067 -2.0622 2.4711 -0.028 0.014 -0.003
H -2.9105 0.9627 -1.3565 0.007 -0.017 0.027
H -5.3112 1.3077 -1.6688 -0.018 0.038 -0.019
H -6.9292 -0.3308 -0.7716 -0.081 0.011 -0.008
H -6.1180 -2.3269 0.4337 -0.056 -0.053 0.022
H -3.7187 -2.7004 0.7391 0.009 0.000 0.000
Br -3.4353 -1.4993 5.4658 -0.030 -0.013 0.033
C -4.3690 -0.2578 4.3878 -0.116 -0.002 0.004
C -5.7363 -0.1363 4.5961 0.131 -0.017 -0.010
C -6.4857 0.7165 3.8038 0.073 0.039 -0.060
C -5.8813 1.4281 2.7768 -0.001 -0.043 0.011
C -4.5245 1.2821 2.5572 -0.035 0.022 -0.083
C -3.7458 0.4622 3.3702 0.065 -0.134 0.084
C -2.2729 0.4245 3.1379 0.190 0.005 0.209
O -1.4617 0.3875 4.0567 -0.026 0.023 0.158
O -1.9160 0.4665 1.8889 -0.117 0.383 -0.665
H -6.2065 -0.7098 5.3790 -0.034 -0.052 0.067
H -7.5448 0.8145 3.9864 -0.089 0.013 0.010
H -6.4654 2.0843 2.1481 -0.028 0.023 -0.022
H -4.0492 1.8025 1.7359 0.022 0.022 -0.003
```
Forces are in eV/Å.

Results
Charge: +2
LUMO energy: -4.59 eV
Highest occupied orbital energy: -13.1 eV
HOMO-LUMO gap: 8.47 eV

Here are the Mulliken charges for atoms 1 to 99, given in e: 1.851 -0.116 -0.210 -1.238 -0.495 -0.647 -0.771 -0.235 0.003 0.690 0.634 -0.026 0.459 0.586 0.170 0.493 0.272 0.326 0.577 0.338 -0.393 -2.432 1.920 -1.683 0.391 -0.003 -1.525 -0.279 -0.470 2.750 0.952 -0.883 -0.907 -0.787 -1.105 -0.521 1.179 -0.091 -0.780 -0.815 -0.637 -1.066 -0.867 0.258 -1.157 0.590 -0.318 -1.540 0.003 0.406 2.007 0.313 -0.936 -0.748 -1.058 -1.269 0.276 1.320 -0.709 -0.833 -0.726 -0.866 -0.330 0.534 0.553 0.459 0.410 0.313 0.406 0.342 0.480 0.614 0.344 0.524 0.445 0.508 -0.048 0.348 0.518 0.441 0.500 0.229 0.583 0.465 0.372 0.313 0.545 0.434 0.462 0.190 0.275 0.480 0.456 0.498 0.520 -0.107 -0.063 -0.630 -0.614

[2]
C8H7Cl3N2S in the gas phase, computed with ωB97M-V with the def2-TZVPD basis set.

Structure (XYZ):
```
21
Properties=species:S:1:pos:R:3:forces:R:3
C -0.0701 -2.5889 -1.0569 0.451 -0.161 0.521
C -0.6094 -1.9216 -2.1547 -1.447 -0.493 -1.487
C 0.0928 -1.9418 0.1718 -0.297 0.356 -3.161
C -0.8776 -0.5584 -2.0594 -1.666 -0.417 -1.026
C -0.1367 -0.5882 0.2641 -0.814 2.355 -0.667
C -0.6633 0.1603 -0.8572 -0.089 -1.228 0.062
C 0.8135 1.1734 1.7717 -0.492 0.410 1.108
C 1.4622 2.0653 0.8429 0.205 -0.862 -0.394
N 0.1443 0.0376 1.4826 0.270 -1.953 1.201
N -1.7893 2.4084 0.4609 0.196 0.343 0.642
S -1.2618 1.8183 -0.9352 0.165 -0.535 -0.141
Cl 2.6023 0.8177 -0.2033 -0.201 0.924 0.126
Cl 2.5306 3.2293 1.7073 -0.968 -0.568 -0.811
Cl -2.4279 1.3945 1.6673 -0.398 -0.119 -0.306
H 0.3624 -3.5868 -1.1401 -0.594 0.046 -0.060
H -1.0844 -2.4697 -3.0886 1.682 1.002 1.971
H 0.6907 -2.3979 0.8723 0.892 -1.080 1.889
H -1.5175 -0.1980 -2.9593 1.436 0.166 1.883
H 0.8741 1.3218 2.8495 0.324 0.263 -0.418
H 0.7571 2.4761 0.0713 1.353 0.099 0.555
H 0.1078 -0.6512 2.2930 -0.008 1.450 -1.484
```
Forces are in eV/Å.

Results
Charge: 0
LUMO energy (spin up / spin down): -0.60 / -1.25 eV
Highest occupied orbital energy (spin up / spin down): -8.1 / -7.0 eV
HOMO-LUMO gap (spin up / spin down): 7.53 / 5.79 eV

Charges per atom according to natural (NBO) partitioning, unit e: -0.168 -0.238 -0.251 -0.173 0.170 -0.312 -0.029 -0.200 -0.523 -0.708 0.700 -0.204 0.013 0.131 0.221 0.230 0.218 0.236 0.224 0.250 0.414

[3]
A molecular structure, C25H44GaN3O2SSeSi3, computed with ωB97M-V with the def2-TZVPD basis set.

Structure (XYZ):
```
80
Properties=species:S:1:pos:R:3:forces:R:3
Ga 0.2624 -0.2945 0.0248 -0.111 -0.512 -0.483
C 1.8168 2.6137 1.4206 0.091 -0.014 -0.004
Si -0.0770 2.5573 1.2622 0.058 0.067 -0.034
C -0.6399 4.3324 1.1247 -0.034 -0.005 -0.045
C -0.7769 1.9215 2.8897 -0.110 -0.034 0.047
C -0.5652 1.4438 -0.2209 -0.206 0.339 0.030
Si -0.2058 2.3731 -1.8590 0.012 -0.024 -0.007
C -1.5490 3.6261 -2.2262 -0.057 -0.025 0.008
C -0.1412 1.2326 -3.3555 -0.003 0.033 -0.082
C 1.4539 3.2332 -1.7795 0.041 0.030 -0.057
Si -2.3906 0.9629 -0.1187 0.146 0.061 0.086
C -3.5982 2.1847 0.6034 -0.017 -0.002 -0.050
C -3.1740 0.3819 -1.7131 -0.024 -0.026 -0.052
C -2.3033 -0.6035 1.0141 -0.131 0.069 0.030
C -3.3954 -1.1271 1.6954 -0.072 -0.023 0.025
C -3.2728 -2.2984 2.4272 0.020 0.004 -0.033
C -2.0469 -2.9550 2.4585 -0.030 0.018 -0.007
C -0.9908 -2.3996 1.7718 0.031 -0.068 -0.008
N -1.1211 -1.2581 1.0815 0.099 0.057 0.138
H 2.1483 2.4845 2.4593 0.005 -0.017 -0.036
H 2.1715 3.6092 1.1423 -0.042 -0.031 0.009
H 2.3594 1.9158 0.7736 -0.099 -0.003 0.121
H -0.4044 4.8091 2.0824 -0.001 -0.004 -0.044
H -1.7137 4.4473 0.9653 0.038 -0.032 0.001
H -0.1129 4.8911 0.3492 -0.055 -0.017 0.011
H -0.1903 2.3652 3.7019 -0.022 -0.030 -0.007
H -0.7562 0.8384 3.0145 -0.079 0.130 -0.068
H -1.8042 2.2506 3.0472 -0.008 0.035 -0.025
H -2.5299 3.1656 -2.3763 0.094 0.058 0.022
H -1.2897 4.1072 -3.1745 0.005 0.004 0.041
H -1.6561 4.4152 -1.4830 0.026 -0.016 0.045
H -0.7457 0.3253 -3.2948 0.012 0.070 0.022
H 0.8855 0.9502 -3.5980 -0.064 0.067 0.005
H -0.5150 1.8047 -4.2100 0.019 -0.041 0.002
H 1.5132 4.0299 -1.0356 -0.017 -0.057 -0.062
H 1.6414 3.6911 -2.7555 0.001 -0.008 0.028
H 2.2733 2.5320 -1.5924 -0.047 0.019 0.000
H -3.6397 3.0695 -0.0391 0.018 -0.044 0.035
H -3.4094 2.5150 1.6219 0.051 -0.016 0.015
H -4.5969 1.7370 0.5726 0.036 0.026 0.017
H -3.4342 1.2436 -2.3338 0.011 -0.098 0.020
H -4.1112 -0.1283 -1.4683 0.025 0.011 -0.025
H -2.5750 -0.2987 -2.3177 -0.026 0.045 0.063
H -4.3471 -0.6116 1.6492 0.035 -0.010 0.014
H -4.1225 -2.7032 2.9619 0.010 0.005 -0.004
H -1.9135 -3.8783 3.0041 0.001 0.009 0.001
H -0.0146 -2.8699 1.7572 -0.004 0.013 -0.007
Se 1.5756 -1.6150 -2.7175 -0.103 -0.242 -0.036
N 0.1497 -1.6919 -1.5953 0.300 0.325 0.114
C -0.7852 -2.4316 -2.1852 -0.163 -0.139 0.057
C -2.0453 -2.8236 -1.6395 0.008 0.024 0.057
C -2.8607 -3.6074 -2.3874 -0.010 -0.031 -0.062
C -2.5157 -4.0558 -3.7080 -0.018 0.012 0.037
C -1.3279 -3.7295 -4.2595 0.019 -0.012 -0.013
C -0.4216 -2.9185 -3.5016 -0.001 -0.042 -0.060
N 0.7779 -2.5895 -3.9332 0.057 0.138 0.116
H -2.3366 -2.5181 -0.6455 -0.009 -0.010 -0.095
H -3.8133 -3.9184 -1.9769 0.014 0.013 0.000
H -3.2220 -4.6716 -4.2487 0.025 0.019 0.006
H -1.0241 -4.0590 -5.2440 -0.019 -0.001 0.027
O 2.1463 -0.6221 -0.0569 0.047 -0.011 0.160
S 2.9655 -1.6926 0.7483 -0.087 0.264 -0.113
C 4.2133 -2.2701 -0.4082 0.024 -0.099 0.065
C 5.3687 -2.6047 0.5284 0.045 -0.028 -0.052
C 5.5588 -1.3840 1.4419 -0.019 0.017 0.009
C 4.1811 -0.7416 1.6951 0.051 -0.007 0.047
H 4.4547 -1.4421 -1.0784 -0.058 0.027 0.030
H 3.8181 -3.1122 -0.9727 0.045 -0.011 0.023
H 6.2626 -2.8239 -0.0517 0.018 -0.009 0.017
H 5.1403 -3.5008 1.1094 -0.022 0.017 0.008
H 6.2090 -0.6544 0.9628 -0.003 0.001 -0.013
H 6.0245 -1.6665 2.3822 0.024 -0.006 -0.001
H 4.0965 0.2750 1.3074 -0.002 -0.015 0.023
H 3.8676 -0.7508 2.7360 0.026 -0.025 -0.037
C 1.1012 -0.7452 3.9000 0.045 0.012 -0.047
O 1.2862 -0.2668 2.5547 0.128 -0.227 0.039
H 0.4363 -0.0901 4.4613 0.020 -0.019 0.016
H 2.0589 -0.8202 4.4173 -0.005 0.010 0.007
H 0.6569 -1.7341 3.8392 -0.003 -0.020 -0.011
H 1.6072 0.6426 2.6017 -0.001 0.063 -0.014
```
Forces are in eV/Å.

Results
Charge: +2
LUMO energy: -6.46 eV
Highest occupied orbital energy: -14.4 eV
HOMO-LUMO gap: 7.96 eV

Charges per atom according to Mulliken partitioning, unit e: -2.267 -1.515 0.789 -1.219 -0.713 2.425 0.723 -1.066 -1.017 -1.114 -0.552 -1.103 -0.934 0.186 -0.633 -0.790 -1.053 -0.364 1.627 0.654 0.567 0.092 0.418 0.337 0.364 0.498 -0.266 0.344 0.294 0.453 0.321 0.149 0.258 0.534 0.282 0.478 0.219 0.367 0.377 0.486 0.426 0.429 0.155 0.520 0.478 0.530 0.663 0.301 -0.187 1.221 -0.272 -0.810 -0.743 -0.716 0.323 -0.727 0.520 0.490 0.416 0.501 -0.632 0.341 -0.736 -0.697 -0.843 -0.160 0.329 0.489 0.393 0.365 0.318 0.340 0.192 0.252 -1.009 0.024 0.335 0.395 0.373 -0.222

[4]
A molecular structure, C17H9INO4Pt, computed with ωB97M-V with the def2-TZVPD basis set.

Structure (XYZ):
```
33
Properties=species:S:1:pos:R:3:forces:R:3
Pt 0.1983 0.1867 0.3411 -0.185 0.870 0.361
O -6.8091 -0.2782 -0.4067 0.084 -0.229 -0.050
C -6.0241 -1.0199 -1.0244 -0.113 0.136 -0.246
O -6.2237 -1.9312 -1.8549 -0.037 0.119 0.258
C -4.5233 -0.7282 -0.7614 0.014 -0.009 0.054
C -3.5447 -1.4741 -1.4094 -0.015 0.031 0.039
C -2.2143 -1.1917 -1.1894 0.123 0.080 -0.002
N -1.8307 -0.2079 -0.3682 0.532 -0.142 -0.262
C -2.7594 0.5128 0.2823 -0.048 -0.168 -0.141
C -4.1104 0.2791 0.1058 0.103 -0.084 -0.026
C -2.2298 1.5744 1.2148 0.267 0.035 -0.131
O -2.9930 2.2377 1.8825 0.029 0.144 0.073
O -0.9294 1.6878 1.1996 -0.412 -0.236 0.217
H -3.8497 -2.2671 -2.0786 -0.047 0.032 0.008
H -1.4225 -1.7491 -1.6737 0.032 0.037 0.035
H -4.8315 0.8739 0.6482 -0.039 -0.020 -0.046
I 0.1540 -1.6907 2.3709 0.235 -0.015 0.191
C 1.9591 -2.4078 1.5757 -0.281 0.046 0.074
C 2.5980 -3.3923 2.2678 0.190 -0.100 -0.051
C 3.8226 -3.8965 1.7776 -0.074 0.008 0.038
C 4.3520 -3.3883 0.6287 -0.014 0.045 -0.054
C 3.6899 -2.3635 -0.0935 0.013 0.044 -0.033
C 4.2618 -1.8255 -1.2751 -0.015 -0.032 0.027
C 3.6237 -0.8331 -1.9585 0.027 0.044 0.072
C 2.3764 -0.3457 -1.5069 0.183 0.071 -0.204
C 1.7759 -0.8091 -0.3610 -0.677 -0.597 -0.136
C 2.4469 -1.8480 0.3701 0.219 -0.063 -0.055
H 2.1784 -3.7810 3.1857 0.012 0.003 -0.005
H 4.3328 -4.6797 2.3240 -0.002 0.017 -0.009
H 5.2977 -3.7562 0.2474 -0.010 -0.005 0.007
H 5.2113 -2.2197 -1.6212 -0.030 0.011 0.017
H 4.0670 -0.4246 -2.8591 -0.029 0.002 0.007
H 1.8781 0.4188 -2.0943 -0.034 -0.076 -0.027
```
Forces are in eV/Å.

Results
Charge: -1
LUMO energy (spin up / spin down): 0.92 / 1.06 eV
Highest occupied orbital energy (spin up / spin down): -5.3 / -5.3 eV
HOMO-LUMO gap (spin up / spin down): 6.26 / 6.40 eV

Charges per atom according to natural (NBO) partitioning, unit e: 0.894 -0.734 0.730 -0.752 -0.046 -0.225 0.024 -0.494 0.068 -0.190 0.743 -0.618 -0.770 0.253 0.202 0.271 0.258 -0.135 -0.264 -0.212 -0.187 -0.075 -0.200 -0.207 -0.254 -0.310 -0.039 0.222 0.213 0.208 0.203 0.208 0.216

Relative energy (zero: lowest compared OMol25 entry of this formula, charge and spin) across the listed records, respectively: 0.335 0.000 0.000 1.656 eV.
Largest force on an atom across the listed records, respectively: 0.78 3.20 0.71 0.96 eV Å⁻¹.
Electronic energy across the listed records, respectively: -7505.899971 -2197.152316 -6886.284229 -1426.026471 Ha.